(P)
Formula: C21H28N4O3
Source: the Open Molecules 2025 dataset
Level of theory: ωB97M-V with the def2-TZVPD basis set

ORCA input file:
```
! RIJCOSX wB97M-V def2-TZVPD def2/J DEFGRID3
* xyz 0 1
O -1.836 -2.121 2.068
C -2.147 -1.616 1.006
N -1.502 -0.523 0.529
C -1.809 0.263 -0.644
H -2.483 -0.263 -1.316
C -2.403 1.612 -0.236
H -2.616 2.210 -1.122
H -3.336 1.461 0.309
C -1.423 2.360 0.671
C -1.069 1.475 1.871
C -0.530 0.131 1.386
H -0.334 -0.531 2.231
H 0.396 0.280 0.820
H -0.329 1.964 2.506
H -1.972 1.314 2.463
O -2.067 3.558 1.073
C -1.339 4.584 1.582
C 0.048 4.632 1.718
N 0.690 5.679 2.207
C -0.003 6.733 2.593
C -1.387 6.795 2.506
C -2.063 5.707 1.992
H -3.138 5.696 1.896
H -1.923 7.673 2.831
H 0.577 7.556 2.987
H 0.688 3.811 1.426
H -0.516 2.596 0.096
H -0.873 0.432 -1.193
C -3.231 -2.257 0.150
H -3.728 -1.553 -0.513
C -2.616 -3.412 -0.662
C -1.511 -2.913 -1.513
N -1.598 -2.253 -2.620
N -0.338 -1.945 -2.999
C 0.458 -2.433 -2.107
O -0.226 -3.065 -1.126
C 1.936 -2.339 -2.063
C 2.360 -1.416 -0.912
C 3.880 -1.319 -0.841
C 4.498 -2.703 -0.666
C 4.078 -3.620 -1.810
C 2.558 -3.727 -1.878
H 2.179 -4.166 -0.953
H 2.264 -4.373 -2.708
H 4.508 -4.613 -1.669
H 4.456 -3.221 -2.754
H 4.166 -3.130 0.283
H 5.586 -2.621 -0.634
H 4.166 -0.674 -0.008
H 4.256 -0.867 -1.761
H 1.971 -1.816 0.027
H 1.930 -0.423 -1.068
H 2.259 -1.907 -3.015
H -2.215 -4.159 0.024
H -3.381 -3.862 -1.295
H -3.967 -2.677 0.836
*
```

Computed properties:
SMILES string   O=C(CCc1nnc(C2CCCCC2)o1)N1CCC(Oc2cccnc2)CC1
Lowest unoccupied orbital energy   0.7 eV
HOMO level   -0.327 Ha
HOMO-LUMO gap   9.554 eV



(Q)
Formula: C21H28N4O3
Source: the Open Molecules 2025 dataset
Level of theory: ωB97M-V with the def2-TZVPD basis set

ORCA input file:
```
! RIJCOSX wB97M-V def2-TZVPD def2/J DEFGRID3
* xyz 0 1
C -5.810 -2.646 -0.483
C -5.716 -1.624 -1.609
H -6.537 -1.752 -2.319
H -4.757 -1.725 -2.128
O -5.855 -0.291 -1.138
C -4.799 0.259 -0.523
N -3.682 -0.437 -0.393
C -2.657 0.179 0.213
N -2.676 1.423 0.696
C -3.807 2.108 0.570
C -4.923 1.567 -0.046
H -5.845 2.108 -0.163
C -3.817 3.498 1.125
H -4.556 3.575 1.920
H -2.836 3.741 1.521
H -4.083 4.210 0.346
N -1.518 -0.525 0.341
C -0.372 0.032 1.019
H -0.738 0.816 1.685
C 0.352 -1.054 1.812
H 1.206 -0.616 2.332
H -0.336 -1.425 2.574
C 0.805 -2.235 0.930
C 2.310 -2.246 0.660
O 2.990 -3.233 0.835
N 2.769 -1.056 0.198
C 4.063 -0.673 -0.157
C 5.164 -1.511 -0.091
C 6.413 -1.043 -0.463
C 6.564 0.258 -0.900
C 5.470 1.109 -0.970
C 4.215 0.656 -0.602
O 3.050 1.387 -0.649
C 3.104 2.779 -0.889
C 3.609 3.563 0.317
H 4.626 3.272 0.570
H 3.591 4.627 0.095
H 2.972 3.372 1.178
H 2.067 3.053 -1.105
H 3.707 2.995 -1.778
H 5.614 2.119 -1.319
H 7.536 0.627 -1.191
H 7.267 -1.700 -0.408
H 5.029 -2.523 0.252
H 2.103 -0.302 0.095
C 0.039 -2.237 -0.402
H 0.476 -1.520 -1.099
H 0.103 -3.224 -0.860
C -1.422 -1.877 -0.165
H -1.869 -2.582 0.549
H -1.997 -1.934 -1.092
H 0.592 -3.172 1.452
H 0.298 0.512 0.291
H -6.746 -2.524 0.057
H -4.981 -2.507 0.206
H -5.766 -3.650 -0.896
*
```

Computed properties:
SMILES string   CCOc1cc(C)nc(N2CCC(C(=O)Nc3ccccc3OCC)CC2)n1
Lowest unoccupied orbital energy   0.7 eV
HOMO level   -0.297 Ha
HOMO-LUMO gap   8.748 eV



So which one wins? Going from most stable to least: (Q), (P).



(P)
Formula: CH5O2P
Source: the Open Molecules 2025 dataset
Level of theory: ωB97M-V with the def2-TZVPD basis set

ORCA input file:
```
! RIJCOSX wB97M-V def2-TZVPD def2/J DEFGRID3
* xyz 0 1
C -0.269 0.469 0.111
O -0.754 -0.403 -0.878
O -0.707 0.109 1.344
P 1.570 0.183 -0.045
H -0.625 1.712 -0.040
H -1.598 -0.620 -0.478
H -0.383 -0.762 1.510
H 1.547 0.444 -1.381
H 1.220 -1.132 -0.143
*
```

Computed properties:
SMILES string   OC(O)P
Lowest unoccupied orbital energy   0.8 eV
HOMO level   -0.350 Ha
HOMO-LUMO gap   10.312 eV



(Q)
Formula: CH5O2P
Source: the Open Molecules 2025 dataset
Level of theory: ωB97M-V with the def2-TZVPD basis set

ORCA input file:
```
! RIJCOSX wB97M-V def2-TZVPD def2/J DEFGRID3
* xyz 0 1
C -0.256 0.047 -0.027
O -0.704 -1.183 0.189
O -1.095 1.023 0.360
P 1.539 0.274 0.083
H -0.488 0.229 -2.096
H -1.675 -1.208 0.147
H -0.732 1.894 0.153
H 1.809 -1.040 -0.261
H 1.601 -0.035 1.452
*
```

Computed properties:
Lowest unoccupied orbital energy (spin up / spin down)   0.4 / 0.4 eV
HOMO level (spin up / spin down)   -0.288 / -0.288 Ha
HOMO-LUMO gap (spin up / spin down)   8.191 / 8.188 eV



So which one wins? Going from most stable to least: (P), (Q).



(P)
Formula: C24H64O24S8
Source: the Open Molecules 2025 dataset
Level of theory: ωB97M-V with the def2-TZVPD basis set

ORCA input file:
```
! RIJCOSX wB97M-V def2-TZVPD def2/J DEFGRID3
* xyz 0 1
O 3.801 4.926 0.914
S 3.959 3.534 1.380
O 4.276 3.176 2.752
O 2.729 2.619 0.894
C 1.898 3.126 -0.079
C 0.934 4.003 0.698
C 5.302 2.766 0.325
H 1.447 2.282 -0.601
H 2.581 3.692 -0.713
H 0.354 4.627 0.018
H 1.442 4.725 1.338
H 0.216 3.415 1.270
H 6.235 2.777 0.889
H 5.327 3.313 -0.618
H 5.004 1.721 0.245
O -0.963 4.145 7.692
S 0.428 3.945 7.375
O 1.476 4.229 8.311
O 0.598 2.452 6.709
C 1.624 1.581 7.187
C 1.770 0.536 6.065
C 0.658 4.765 5.743
H 1.074 1.118 8.006
H 2.560 1.824 7.690
H 0.785 0.099 5.902
H 2.228 -0.398 6.393
H 2.184 0.893 5.122
H 1.670 4.456 5.481
H 0.424 5.784 6.051
H -0.189 4.495 5.112
O -0.103 -2.653 -5.236
S -1.400 -3.284 -5.480
O -1.710 -3.752 -6.823
O -1.558 -4.631 -4.415
C -2.194 -5.776 -4.788
C -2.346 -6.707 -3.512
C -2.823 -2.110 -4.854
H -1.488 -6.194 -5.506
H -3.119 -5.569 -5.326
H -2.698 -7.717 -3.723
H -3.234 -6.363 -2.983
H -1.520 -6.658 -2.802
H -3.813 -2.522 -4.660
H -2.819 -1.135 -5.342
H -2.711 -1.875 -3.796
O -1.785 -0.323 1.141
S -0.441 -0.842 0.896
O -0.141 -2.245 0.628
O 0.202 0.045 -0.407
C -0.516 -0.105 -1.619
C 0.472 0.169 -2.753
C 0.776 -0.131 2.116
H -1.404 0.525 -1.577
H -0.922 -1.117 -1.638
H 0.772 1.216 -2.708
H 0.056 -0.123 -3.717
H 1.324 -0.452 -2.476
H 0.793 0.958 2.072
H 1.711 -0.600 1.810
H 0.582 -0.472 3.132
O 7.030 4.604 -3.319
S 7.230 3.159 -3.427
O 8.028 2.466 -2.389
O 5.733 2.448 -3.375
C 5.587 1.061 -3.182
C 4.184 0.793 -2.829
C 7.843 2.667 -5.141
H 6.240 0.764 -2.361
H 5.911 0.580 -4.105
H 3.768 -0.059 -3.367
H 3.507 1.643 -2.918
H 4.077 0.593 -1.763
H 8.321 3.557 -5.551
H 7.048 2.430 -5.847
H 8.519 1.813 -5.187
O -5.807 2.167 -3.090
S -5.277 3.042 -2.009
O -5.470 2.555 -0.685
O -3.631 3.401 -2.181
C -3.120 3.985 -3.424
C -1.676 3.417 -3.719
C -6.008 4.711 -2.265
H -3.154 5.065 -3.285
H -3.650 3.823 -4.363
H -0.913 3.622 -2.969
H -1.309 3.953 -4.594
H -1.756 2.347 -3.912
H -5.518 5.416 -1.593
H -7.057 4.704 -1.971
H -5.924 4.992 -3.315
O 0.598 -2.811 4.003
S 1.135 -4.168 3.987
O 2.494 -4.500 4.486
O 0.084 -5.119 4.818
C 0.099 -5.007 6.236
C -0.989 -4.070 6.784
C 0.935 -4.933 2.336
H 1.028 -4.626 6.659
H -0.085 -6.011 6.618
H -0.793 -3.063 6.415
H -1.025 -4.160 7.870
H -2.016 -4.258 6.472
H 0.904 -6.022 2.376
H 1.748 -4.532 1.730
H -0.034 -4.687 1.903
O -5.626 -1.240 -2.894
S -5.375 -1.856 -1.591
O -6.477 -2.650 -1.060
O -4.035 -2.871 -1.760
C -3.289 -3.372 -0.663
C -4.018 -4.307 0.232
C -4.960 -0.653 -0.233
H -2.989 -2.502 -0.080
H -2.387 -3.669 -1.198
H -3.456 -4.453 1.155
H -4.274 -5.269 -0.213
H -4.943 -3.802 0.512
H -4.618 -1.273 0.596
H -5.893 -0.142 0.006
H -4.274 0.123 -0.571
*
```

Computed properties:
SMILES string   CCOS(C)(=O)=O.CCOS(C)(=O)=O.CCOS(C)(=O)=O.CCOS(C)(=O)=O.CCOS(C)(=O)=O.CCOS(C)(=O)=O.CCOS(C)(=O)=O.CCOS(C)(=O)=O
Lowest unoccupied orbital energy   0.1 eV
HOMO level   -0.394 Ha
HOMO-LUMO gap   10.818 eV



(Q)
Formula: C24H64O24S8
Source: the Open Molecules 2025 dataset
Level of theory: ωB97M-V with the def2-TZVPD basis set

ORCA input file:
```
! RIJCOSX wB97M-V def2-TZVPD def2/J DEFGRID3
* xyz 0 1
O 2.368 -1.450 1.126
S 1.917 -0.634 0.038
O 2.731 -0.477 -1.143
O 0.460 -1.165 -0.505
C 0.015 -0.578 -1.736
C -1.478 -0.318 -1.717
C 1.496 0.989 0.712
H 0.341 -1.260 -2.524
H 0.527 0.366 -1.950
H -1.997 -1.279 -1.638
H -1.855 0.085 -2.657
H -1.788 0.279 -0.862
H 1.390 1.703 -0.100
H 2.390 1.205 1.292
H 0.619 0.724 1.296
O 5.012 1.928 -1.331
S 5.198 3.114 -0.522
O 5.547 2.954 0.857
O 6.313 4.054 -1.238
C 6.160 4.334 -2.638
C 7.398 5.042 -3.142
C 3.695 4.091 -0.823
H 5.277 4.960 -2.775
H 6.056 3.396 -3.183
H 7.408 6.127 -3.012
H 7.713 4.783 -4.146
H 8.177 4.772 -2.417
H 3.811 5.081 -0.376
H 2.881 3.638 -0.263
H 3.560 4.165 -1.894
O -6.540 -2.165 3.781
S -5.904 -0.859 3.713
O -5.868 -0.005 4.855
O -4.420 -1.112 3.150
C -4.181 -2.023 2.069
C -2.820 -1.648 1.536
C -6.676 0.029 2.301
H -4.975 -1.921 1.324
H -4.249 -3.056 2.417
H -2.776 -0.589 1.280
H -2.597 -2.227 0.648
H -2.080 -1.797 2.322
H -6.483 -0.679 1.497
H -6.131 0.947 2.117
H -7.744 0.086 2.480
O -2.910 -5.111 0.865
S -3.147 -4.909 -0.537
O -3.655 -5.977 -1.357
O -4.085 -3.594 -0.699
C -4.598 -3.258 -2.006
C -5.924 -2.591 -1.767
C -1.627 -4.223 -1.201
H -4.661 -4.175 -2.595
H -3.909 -2.606 -2.553
H -5.909 -1.851 -0.969
H -6.587 -3.374 -1.380
H -6.429 -2.227 -2.660
H -0.934 -5.052 -1.028
H -1.270 -3.442 -0.537
H -1.783 -4.003 -2.251
O 0.166 -6.386 2.176
S 0.501 -5.360 3.116
O 0.027 -5.447 4.476
O 2.106 -5.212 3.181
C 2.661 -4.202 4.019
C 4.160 -4.063 3.744
C 0.025 -3.746 2.433
H 2.412 -4.364 5.068
H 2.241 -3.245 3.686
H 4.768 -4.778 4.300
H 4.445 -3.070 4.086
H 4.304 -4.246 2.681
H 0.838 -3.475 1.769
H -0.052 -3.193 3.370
H -0.974 -3.804 2.012
O -0.358 -0.090 3.334
S 0.612 0.063 4.383
O 0.985 -1.064 5.205
O 1.932 0.758 3.715
C 3.130 0.720 4.480
C 4.268 1.202 3.608
C 0.213 1.482 5.497
H 3.340 -0.279 4.867
H 3.057 1.359 5.371
H 5.211 1.258 4.149
H 4.092 2.206 3.215
H 4.351 0.525 2.756
H -0.847 1.680 5.360
H 0.788 2.353 5.194
H 0.504 1.204 6.505
O -5.604 1.290 -1.919
S -4.806 1.885 -0.880
O -4.356 1.090 0.226
O -3.542 2.493 -1.664
C -2.539 3.156 -0.870
C -1.869 4.323 -1.575
C -5.727 3.351 -0.323
H -1.731 2.450 -0.652
H -2.968 3.399 0.103
H -1.268 4.820 -0.816
H -2.627 5.018 -1.946
H -1.277 4.019 -2.434
H -5.120 4.016 0.289
H -6.607 3.056 0.242
H -6.024 3.864 -1.234
O 3.756 2.804 -4.536
S 2.768 1.897 -4.019
O 2.065 2.149 -2.797
O 1.627 1.726 -5.188
C 2.065 1.774 -6.578
C 1.516 0.504 -7.191
C 3.397 0.222 -4.011
H 3.154 1.803 -6.573
H 1.697 2.675 -7.068
H 0.461 0.419 -6.929
H 1.970 -0.331 -6.651
H 1.718 0.388 -8.253
H 4.101 0.077 -4.827
H 2.550 -0.432 -4.198
H 3.842 0.090 -3.028
*
```

Computed properties:
SMILES string   CCOS(C)(=O)=O.CCOS(C)(=O)=O.CCOS(C)(=O)=O.CCOS(C)(=O)=O.CCOS(C)(=O)=O.CCOS(C)(=O)=O.CCOS(C)(=O)=O.CCOS(C)(=O)=O
Lowest unoccupied orbital energy   -0.2 eV
HOMO level   -0.383 Ha
HOMO-LUMO gap   10.220 eV



So which one wins? Going from most stable to least: (Q), (P).